Model P:
Density functional theory data (ωB97M-V with the def2-TZVPD basis set) for 2 unconnected molecules or ions with the total composition C3H4BrN.

Last column: Löwdin charge in e.
Atoms and positions in Å:
C 0.49268 -2.65665 -0.56272  -0.42
C 0.17638 0.28279 -0.52387  0.12
C 0.12515 -2.04678 0.61159  -0.58
N 0.72752 -2.90403 -1.64214  0.17
Br -1.69693 -2.22035 1.16799  0.67
H 1.22080 0.08735 -0.79467  0.03
H -0.08787 0.85551 0.29875  -0.02
H -0.56639 0.06947 -1.25019  0.01
H 0.80435 -1.87770 1.35437  0.01

Summary:
gap between HOMO and LUMO (alpha / beta) = 7.864 / 8.783 eV
lowest unoccupied orbital energy (alpha / beta) = -1.28 / -0.34 eV
M = 133.98 g/mol
spin multiplicity = 1

***

Model Q:
Density functional theory data (ωB97M-V with the def2-TZVPD basis set) for 2 unconnected molecules or ions with the total composition C3H4BrN.

Last column: Löwdin charge in e.
Atoms and positions in Å:
C -0.00346 -2.36135 1.08155  -0.14
C 0.61463 2.45825 -1.10426  -0.17
C -1.04287 -1.55169 1.02816  -0.69
N -0.34447 1.73590 -0.84460  0.07
Br -2.22672 -0.60877 0.07519  0.73
H 0.83092 -2.29815 0.35548  0.05
H 0.18153 -3.06537 1.88164  0.04
H 1.46309 2.43230 -0.55127  0.02
H 0.52735 3.25889 -1.92188  0.10

Summary:
gap between HOMO and LUMO (alpha / beta) = 9.539 / 7.333 eV
lowest unoccupied orbital energy (alpha / beta) = 0.25 / -0.39 eV
M = 133.98 g/mol
spin multiplicity = 1

***

Model R:
Density functional theory data (ωB97M-V with the def2-TZVPD basis set) for a single C3H4BrN molecule.

Last column: Löwdin charge in e.
Atoms and positions in Å:
C -0.02690 -1.49528 -0.07365  0.04
C 0.88888 1.47580 -0.01416  -0.04
C -0.82117 -0.07038 0.08184  -0.77
N -0.28343 1.12952 0.29904  -0.12
Br -2.74135 -0.11028 0.07038  0.66
H -0.74323 -2.39454 -0.32344  0.06
H 0.90676 -1.81415 0.24871  -0.02
H 1.24212 2.56682 0.18252  0.11
H 1.57832 0.71248 -0.47123  0.09

Summary:
SMILES = C=NC(=C)Br
gap between HOMO and LUMO (alpha / beta) = 8.159 / 7.755 eV
lowest unoccupied orbital energy (alpha / beta) = -0.68 / -0.63 eV
M = 133.98 g/mol
spin multiplicity = 1

***

Unit: kJ/mol. Relative energies: model P 21.3; model Q 193.1; model R 0.0.

***

Model P:
Density functional theory data (ωB97M-V with the def2-TZVPD basis set) for a gas-phase ion, C4H11N4 (charge +1).

Last column: Löwdin charge in e.
Atoms and positions in Å:
C 0.11447 0.36531 1.31935  -0.13
C 1.36852 -0.56190 1.37680  -0.01
C 0.11524 -0.56551 -0.79829  -0.31
C -2.06985 0.18613 0.12655  -0.06
N -0.25752 1.07422 -2.46830  0.16
N 0.33735 0.68608 -1.45105  -0.04
N -0.73091 -0.35523 0.30999  -0.16
N 1.53330 -0.72774 -0.15936  0.10
H -0.47426 0.46453 2.10361  0.07
H 0.23318 1.44653 0.99447  0.15
H 2.37112 -0.16406 1.72171  0.15
H 0.96391 -1.59593 1.73412  0.17
H -0.01297 -1.40791 -1.42191  0.15
H -2.34400 1.29378 0.35046  0.13
H -2.34860 -0.03891 -0.91202  0.08
H -2.72009 -0.48776 0.73704  0.10
H -0.04555 2.06958 -2.51289  0.08
H 2.09188 -0.01241 -0.60815  0.15
H 1.87475 -1.66881 -0.44214  0.19

Summary:
SMILES = [H]/N=N/[C@H]1[NH2+]CCN1C
gap between HOMO and LUMO = 9.442 eV
lowest unoccupied orbital energy = -3.72 eV
total charge = +1
M = 115.16 g/mol
spin multiplicity = 1

***

Model Q:
Density functional theory data (ωB97M-V with the def2-TZVPD basis set) for a gas-phase ion, C4H11N4 (charge +1).

Last column: Löwdin charge in e.
Atoms and positions in Å:
C -0.56994 -1.50617 -0.52280  -0.38
C 0.79865 -0.82629 -0.40144  -0.08
C 1.28928 0.91655 1.42140  -0.04
C -1.25603 1.70933 -0.61601  0.01
N -1.48617 -0.66585 -0.16587  0.17
N 0.63077 0.42934 0.25343  -0.18
N -0.67527 -2.81721 -0.73542  0.17
N -0.76984 0.62019 0.24315  -0.15
H 1.66855 -1.38851 0.21245  0.18
H 1.25620 -0.65507 -1.37360  0.12
H 1.22950 1.91756 1.42283  0.04
H 0.83479 0.53086 2.37711  0.11
H 2.39650 0.54071 1.57409  0.15
H -1.23601 1.28311 -1.68713  0.13
H -2.38817 1.90802 -0.46728  0.14
H -0.51087 2.51248 -0.59810  0.10
H 0.18449 -3.23655 -0.99374  0.10
H -1.58990 -3.12472 -1.25555  0.19
H -1.15608 0.72359 1.18613  0.18

Summary:
SMILES = CN1CC(N)=N[N@@H+]1C
gap between HOMO and LUMO = 11.110 eV
lowest unoccupied orbital energy = -2.74 eV
total charge = +1
M = 115.16 g/mol
spin multiplicity = 1

***

Model R:
Density functional theory data (ωB97M-V with the def2-TZVPD basis set) for a molecular structure, C4H11N4.

Last column: Löwdin charge in e.
Atoms and positions in Å:
C -0.06193 0.46828 0.03640  -0.37
C 1.18327 -0.44553 0.33961  -0.34
C -1.31069 -0.34690 0.38846  -0.15
C 2.33480 -0.12308 -0.54490  -0.04
N 0.69999 -1.76572 0.36292  -0.02
N -0.40821 -2.10974 0.36004  0.18
N -0.05549 1.77070 0.61532  0.05
N -2.47146 -0.36595 -0.57644  0.18
H -0.08430 0.55628 -1.02598  0.13
H 1.59347 -0.43438 1.36632  0.17
H -1.56142 -0.41538 1.53424  0.17
H 2.60941 0.82842 -0.21020  0.07
H 2.19385 -0.12066 -1.62836  0.10
H 3.21503 -0.75113 -0.42751  0.10
H 0.49532 2.46604 0.06763  0.12
H -0.07007 1.79778 1.62038  0.09
H -2.79018 -1.33009 -0.53969  0.15
H -2.23847 0.13349 -1.52883  0.23
H -3.27292 0.18758 -0.20939  0.17

Summary:
gap between HOMO and LUMO = 8.596 eV
lowest unoccupied orbital energy = -3.61 eV
total charge = +1
M = 115.16 g/mol
spin multiplicity = 1

***

Unit: kJ/mol. Relative energies: model P 25.6; model Q 0.0; model R 42.7.

***

Model P:
Density functional theory data (ωB97M-V with the def2-TZVPD basis set) for a single CH2Br3PS molecule.

Last column: Löwdin charge in e.
Atoms and positions in Å:
C 0.29866 -2.39958 -1.12392  -0.57
P 5.07557 -0.64379 -0.52764  -0.32
S 3.46737 -1.29721 -1.73482  -0.06
Br 1.13796 -0.96404 -0.56734  0.72
Br 4.55520 -1.41090 1.48511  0.10
Br 4.64625 1.52386 -0.19200  0.09
H -0.48052 -2.42944 -1.95563  0.04
H 0.73326 -3.34382 -0.79369  0.00

Summary:
gap between HOMO and LUMO (alpha / beta) = 7.521 / 6.768 eV
lowest unoccupied orbital energy (alpha / beta) = -1.06 / -2.05 eV
M = 316.78 g/mol
spin multiplicity = 1

***

Model Q:
Density functional theory data (ωB97M-V with the def2-TZVPD basis set) for 2 unconnected molecules or ions with the total composition CH2Br3PS.

Last column: Löwdin charge in e.
Atoms and positions in Å:
C -0.18507 -0.12215 -0.58242  -0.55
P -0.21283 -2.92673 0.76877  -0.36
S -0.46066 -4.65384 -0.15489  0.13
Br -2.03461 -0.09290 -1.01924  0.55
Br 1.45470 -3.27431 2.17173  0.18
Br -1.90195 -2.49463 2.38284  0.08
H 0.16402 0.90293 -0.39518  -0.02
H 0.47524 -0.91875 -1.07251  -0.01

Summary:
gap between HOMO and LUMO (alpha / beta) = 8.525 / 5.755 eV
lowest unoccupied orbital energy (alpha / beta) = -1.00 / -3.29 eV
M = 316.78 g/mol
spin multiplicity = 1

***

Unit: kJ/mol. Relative energies: model P 10.3; model Q 0.0.

***

Model P:
Density functional theory data (ωB97M-V with the def2-TZVPD basis set) for 2 unconnected molecules or ions with the total composition C4H13N2O2.

Last column: Löwdin charge in e.
Atoms and positions in Å:
O 0.30586 -0.79840 -2.49975  0.15
C -0.01218 -0.10786 -1.58214  -0.20
C 1.03128 0.49706 -0.61959  -0.23
C 0.79608 -0.29131 0.72495  -0.07
C -0.09803 0.37863 1.86089  -0.10
N -1.16641 1.11894 1.22836  0.31
N 2.37064 0.10685 -1.14018  0.25
H -1.01749 0.08463 -1.18495  0.11
H 0.70509 1.50597 -0.35419  0.17
H 1.78869 -0.04788 1.10846  0.13
H 0.53768 -1.29579 0.50499  0.13
H 0.44588 1.06949 2.56354  0.17
H -0.47353 -0.53106 2.36010  0.19
H -1.64689 1.70176 1.94585  0.19
H -1.89177 0.50559 0.79151  0.13
H 3.16455 0.50894 -0.64231  0.19
H 2.41093 -0.90129 -1.32591  0.19
H 2.29044 0.36886 -2.15931  0.21
H -3.85439 -0.87062 -0.64155  0.08
H -2.72791 -1.94374 -0.62268  0.07
O -2.95854 -1.05875 -0.31610  -0.05

Summary:
gap between HOMO and LUMO (alpha / beta) = 11.469 / 5.787 eV
<S²> = 0.75
lowest unoccupied orbital energy (alpha / beta) = -7.06 / -12.73 eV
total charge = +2
M = 121.16 g/mol
spin multiplicity = 2

***

Model Q:
Density functional theory data (ωB97M-V with the def2-TZVPD basis set) for 2 unconnected molecules or ions with the total composition C4H13N2O2.

Last column: Löwdin charge in e.
Atoms and positions in Å:
O -1.58311 1.73344 1.00842  0.26
C -0.64178 1.02005 1.25196  -0.33
N -0.29248 0.75029 2.59262  0.25
C 0.77343 -0.11904 3.05069  0.05
C 0.32741 0.68115 0.14702  0.02
N -0.46893 0.10855 -1.06296  0.00
C -0.53293 -1.40485 -1.19648  0.03
H -0.57346 1.42154 3.32243  0.21
H 1.67920 0.48098 3.22012  0.16
H 0.48799 -0.71679 3.92361  0.15
H 0.88837 -0.92104 2.31783  0.11
H 0.77960 1.49885 -0.41257  0.17
H 1.10016 -0.06126 0.32839  0.13
H -0.08034 0.52789 -1.95987  0.14
H -1.41975 0.49065 -1.09776  0.17
H -1.18173 -1.66328 -2.03465  0.12
H -1.01697 -1.75941 -0.28934  0.11
H 0.49614 -1.72444 -1.30724  0.11
H 0.23806 0.42294 -4.51105  0.10
H 0.72867 -0.80354 -3.66591  0.06
O 0.29247 0.03732 -3.62525  -0.02

Summary:
gap between HOMO and LUMO (alpha / beta) = 10.499 / 6.186 eV
<S²> = 0.77
lowest unoccupied orbital energy (alpha / beta) = -8.76 / -13.07 eV
total charge = +2
M = 121.16 g/mol
spin multiplicity = 2

***

Unit: kJ/mol. Relative energies: model P 78.9; model Q 0.0.

***

Model P:
Density functional theory data (ωB97M-V with the def2-TZVPD basis set) for 2 unconnected molecules or ions with the total composition C4H12N2S.

Last column: Löwdin charge in e.
Atoms and positions in Å:
N -0.97026 -0.14512 -2.88057  0.09
C 0.36725 0.11839 -2.99194  -0.33
N 1.01824 0.72311 -2.06628  0.05
H -1.36256 -0.13015 -1.94953  0.07
H -1.27776 -0.98168 -3.36647  0.10
H 0.74183 -0.08550 -3.99403  0.13
H 1.95713 0.87989 -2.41163  0.05
C 0.58941 -2.21930 2.46816  -0.09
C -0.03324 -0.83787 2.46307  -0.31
C -0.00984 -0.31279 1.02105  -0.47
S -0.47259 1.46758 0.89677  1.12
H 0.49581 -2.68551 3.44704  0.09
H 1.65448 -2.15659 2.23324  0.09
H 0.08935 -2.88110 1.75806  0.09
H -1.09499 -0.85330 2.72883  0.12
H 0.46019 -0.13844 3.14060  0.11
H -0.75212 -0.81968 0.39777  0.09
H 0.97611 -0.40984 0.56446  0.09
H 0.30624 1.71884 -0.19038  -0.08

Summary:
gap between HOMO and LUMO (alpha / beta) = 10.217 / 5.019 eV
<S²> = 0.75
lowest unoccupied orbital energy (alpha / beta) = -3.24 / -8.43 eV
total charge = +1
M = 120.22 g/mol
spin multiplicity = 2

***

Model Q:
Density functional theory data (ωB97M-V with the def2-TZVPD basis set) for a gas-phase ion, C4H12N2S (charge +1).

Last column: Löwdin charge in e.
Atoms and positions in Å:
N -0.96438 -0.17404 1.28630  0.12
C -0.53439 0.73392 0.20903  -0.33
C 0.73567 0.12648 -0.41601  -0.22
C 0.99562 -1.35601 -0.07607  -0.51
S -0.27780 -2.27421 -0.94327  0.88
C -0.28220 2.16386 0.76701  -0.18
N 0.64550 2.99764 0.08738  0.11
H -0.23654 -0.30098 1.97289  0.11
H -1.82990 0.05098 1.76083  0.13
H -1.34429 0.65833 -0.50507  0.14
H 1.63380 0.65226 -0.13694  0.11
H 0.60354 0.25030 -1.49541  0.12
H 0.94187 -1.63931 0.96401  0.07
H 1.97072 -1.63006 -0.42333  0.08
H -1.14014 -2.11380 0.08642  -0.11
H 0.10583 2.06666 1.77716  0.13
H -1.25356 2.65014 0.80752  0.14
H 0.58124 3.15256 -0.90057  0.11
H 1.54692 3.20843 0.46532  0.11

Summary:
gap between HOMO and LUMO (alpha / beta) = 10.829 / 3.824 eV
<S²> = 0.76
lowest unoccupied orbital energy (alpha / beta) = -2.80 / -8.41 eV
total charge = +1
M = 120.22 g/mol
spin multiplicity = 2

***

Unit: kJ/mol. Relative energies: model P 0.0; model Q 46.5.

***

Model P:
Density functional theory data (ωB97M-V with the def2-TZVPD basis set) for 3 unconnected molecules or ions with the total composition C2H9NO3.

Last column: Löwdin charge in e.
Atoms and positions in Å:
O 2.02420 -1.33305 0.74363  0.06
C 1.26856 -0.73310 0.05119  -0.27
C -0.13027 -1.19405 -0.39853  -0.27
N -0.75390 -0.21077 -1.21073  -0.01
H 1.42211 0.27358 -0.40408  0.10
H -0.70354 -1.55072 0.45709  0.12
H 0.12565 -2.14804 -0.90338  0.12
H -0.24665 0.20946 -1.97083  0.07
H -1.73943 -0.31001 -1.34881  0.07
H -2.76262 0.11054 4.32929  0.03
H -3.21855 1.45175 3.78347  0.04
O -3.49878 0.72780 4.36792  -0.07
H 2.86673 1.86514 -1.79234  0.02
H 2.90619 1.03876 -3.05856  0.06
O 2.44028 1.80272 -2.64533  -0.07

Summary:
SMILES = NCC=O.O.O
gap between HOMO and LUMO = 9.833 eV
lowest unoccupied orbital energy = 0.54 eV
M = 95.10 g/mol
spin multiplicity = 1

***

Model Q:
Density functional theory data (ωB97M-V with the def2-TZVPD basis set) for 3 unconnected molecules or ions with the total composition C2H9NO3.

Last column: Löwdin charge in e.
Atoms and positions in Å:
C 0.43755 -1.15709 1.25046  -0.27
N -0.77171 -1.47005 0.55044  -0.05
C -0.64748 -2.67508 -0.32354  -0.09
O 1.56546 -1.71448 0.94100  -0.07
H 0.43523 -0.39929 2.08519  0.13
H -1.29864 -0.69099 0.14690  0.09
H 0.06221 -3.36541 0.05048  0.05
H -1.63242 -3.04721 -0.36983  0.05
H -0.20118 -2.38777 -1.37286  0.12
H 1.87278 4.07728 -1.44757  0.03
H 1.12060 3.99668 0.11713  0.09
O 1.12347 3.87954 -0.88808  -0.09
H -0.48478 1.85791 -0.97443  0.09
H -0.49356 1.64202 0.47720  0.01
O -1.08752 1.45393 -0.24250  -0.09

Summary:
SMILES = CNC=O.O.O
gap between HOMO and LUMO = 9.769 eV
lowest unoccupied orbital energy = 0.29 eV
M = 95.10 g/mol
spin multiplicity = 1

***

Model R:
Density functional theory data (ωB97M-V with the def2-TZVPD basis set) for 3 unconnected molecules or ions with the total composition C2H9NO3.

Last column: Löwdin charge in e.
Atoms and positions in Å:
C 0.25472 -1.12031 -0.55540  0.00
C -1.05069 -0.77869 0.11502  -0.54
N -1.96801 -1.84087 -0.07647  0.12
O -1.51223 0.25145 0.56413  0.05
H 1.11101 -0.59917 -0.13388  0.07
H 0.21524 -0.51685 -1.48003  0.11
H 0.34939 -2.14278 -0.85914  0.08
H -2.93397 -1.61451 0.09123  0.09
H -1.72928 -2.80630 0.07950  0.09
H 1.63940 1.22193 -0.54014  -0.01
H 2.10294 2.55482 -0.72598  0.02
O 1.94654 1.79439 -1.28381  -0.07
H 0.42232 1.13223 1.37344  0.00
H 0.25847 2.49507 1.96227  0.05
O 0.89416 1.96960 1.46926  -0.05

Summary:
SMILES = CC(N)=O.O.O
gap between HOMO and LUMO = 10.984 eV
lowest unoccupied orbital energy = 0.67 eV
M = 95.10 g/mol
spin multiplicity = 1

***

Unit: kJ/mol. Relative energies: model P 103.6; model Q 117.2; model R 0.0.